1.
# C15H33KN3NbO2

C15H33KN3NbO2 as an isolated structure (ωB97M-V with the def2-TZVPD basis set, the OMol25 dataset).

XYZ file:
```
55
Properties=species:S:1:pos:R:3:forces:R:3:nbo_charge:R:1
H -2.311590 -1.236382 -2.777285 -0.19 0.06 0.33 0.172
O 0.021720 2.720822 -3.321178 -0.62 -0.81 1.90 -0.495
H -0.211613 3.381334 3.846526 0.01 -0.07 -0.11 0.246
H 5.098781 0.152587 0.312253 -0.36 -0.14 -0.06 0.252
H -2.664472 3.176596 2.966530 0.17 -0.14 -0.16 0.248
C -2.688648 -3.393471 -1.210971 0.22 -0.21 -0.02 -0.624
H -2.569450 -4.124446 -0.395274 -0.04 0.26 -0.29 0.227
H -3.688775 -3.553059 -1.641428 0.33 0.16 0.19 0.256
C -2.906960 -1.002656 -1.872818 -0.12 0.22 -0.26 -0.606
C 3.090463 0.107798 -0.524342 0.37 -0.34 -0.15 0.107
H 3.950583 -0.793380 1.277151 0.05 0.07 -0.27 0.226
H -2.458291 1.415390 2.883110 -0.11 0.12 -0.02 0.217
H 4.451505 0.868688 -2.019442 -0.27 -0.23 -0.06 0.263
C -3.530585 -1.724456 0.443414 -0.17 0.15 0.21 -0.623
H 2.769767 0.934438 -2.537168 0.09 -0.11 0.21 0.193
H 0.331486 -2.279805 1.093923 0.22 -0.24 0.25 0.201
H -3.963232 -1.147605 -2.142520 0.36 0.09 0.03 0.257
H -3.272310 -2.352583 1.311994 -0.22 0.18 -0.37 0.217
H -0.953659 4.668102 1.713050 0.05 -0.52 -0.09 0.256
H -0.402277 -3.593896 0.114596 0.38 0.19 0.13 0.248
C 2.174428 -2.205174 -0.798698 -0.37 0.12 0.01 -0.450
H 1.259788 -2.761929 -1.010514 -0.02 0.21 0.02 0.208
H 2.533587 1.308515 1.192039 -0.01 0.13 -0.38 0.232
H 1.888004 1.916077 -0.401634 0.30 -0.05 0.29 0.221
N -0.339574 1.267770 -1.454250 0.25 -0.87 0.25 -0.877
C 0.048005 2.553235 3.184916 0.00 -0.33 -0.14 -0.616
C -2.558578 -1.939897 -0.723967 -0.94 -0.09 0.02 0.097
H -1.314924 3.792520 0.220375 0.12 -0.09 0.16 0.220
H 2.794555 -2.311525 -1.698146 0.13 0.12 0.41 0.223
C -0.854666 2.508333 1.952076 -0.40 0.98 0.83 0.264
C -2.330254 2.350244 2.329117 0.15 -0.28 -0.05 -0.630
C 2.740509 1.437490 0.113613 0.05 0.32 0.16 -0.647
H 1.093070 2.651032 2.868967 -0.16 0.06 0.14 0.212
O -0.445327 1.288014 1.277151 1.09 -2.67 -1.90 -0.704
H -1.955162 -3.614637 -2.000018 -0.12 -0.01 0.17 0.206
H 3.605058 2.115646 0.021526 -0.41 -0.18 0.08 0.269
H 4.635753 -1.458175 -0.234907 -0.23 0.37 0.15 0.229
H 0.366666 3.935310 0.806853 -0.11 -0.10 0.01 0.217
C 4.249473 -0.544568 0.247656 0.25 -0.21 0.13 -0.637
H 2.641086 -2.694531 0.066774 0.14 0.18 -0.36 0.241
N -1.197162 -1.642987 -0.257853 1.94 0.77 0.90 -0.624
C -0.195212 2.079337 -2.341083 0.72 -0.23 -1.25 0.831
H -2.765753 0.056749 -1.611050 -0.05 -0.31 -0.04 0.227
C -0.607028 -2.674616 0.668486 -0.67 0.47 -0.75 -0.436
H -0.070782 1.605286 3.720083 0.08 0.23 0.13 0.217
N 1.880949 -0.770642 -0.501230 -1.25 -0.20 0.69 -0.653
H 3.645274 -0.636954 -2.527613 0.07 0.42 0.26 0.209
H -2.962733 2.332580 1.433211 0.12 -0.01 0.15 0.217
H -3.515640 -0.676252 0.765303 -0.01 -0.13 -0.03 0.220
K 0.420614 -0.560443 -3.653042 0.04 0.05 -0.24 0.986
C 3.500404 0.316752 -1.987885 0.10 0.08 -0.34 -0.627
H -1.286008 -2.923361 1.482674 0.05 0.26 0.09 0.248
C -0.675086 3.786435 1.110832 0.20 -0.27 -0.31 -0.638
H -4.556012 -1.964456 0.127897 0.33 0.00 0.15 0.249
Nb 0.060234 -0.145194 0.092220 -1.50 2.57 -0.80 2.058
```
Forces are in eV/Å.

## Properties
Calculated total energy ... -42519.160 eV
LUMO energy (spin up / spin down) ... -7.93 / -7.93 eV
Charge ... +2



2.
# C15H33N2O4

A 3-piece molecular cluster, C15H33N2O4 overall (ωB97M-V with the def2-TZVPD basis set, the OMol25 dataset).

XYZ file:
```
54
Properties=species:S:1:pos:R:3:forces:R:3:nbo_charge:R:1
H -5.226715 -0.521842 -0.276797 0.00 0.08 0.10 0.205
C -6.619056 1.728527 1.682294 0.33 0.22 0.25 -0.068
N 5.758176 -0.867767 -4.088208 0.07 0.13 -0.03 -0.636
H 7.830587 -1.016652 -2.066873 0.12 -0.14 -0.03 0.164
H -3.060064 -1.457821 3.426802 -0.02 0.09 0.07 0.214
H 8.259160 0.100516 -4.517884 -0.07 -0.10 0.14 0.169
C -6.599778 1.535940 3.194109 -0.04 -0.31 -0.22 -0.244
O -5.585837 0.971826 1.058284 -0.48 -0.12 -0.13 -0.544
C 8.414757 -0.093659 -2.089810 -0.15 0.26 0.13 -0.243
H 3.427175 0.753633 -3.512895 0.17 0.05 0.02 0.153
H -2.327628 -0.644615 0.393167 1.54 0.39 0.37 0.208
C -6.059492 -0.136905 0.313656 0.34 0.11 0.02 -0.244
H -6.554241 -0.482150 2.976367 -0.03 0.11 0.04 0.357
H 1.610473 -1.871817 -0.125664 -0.38 0.96 0.67 0.167
O -4.487700 -1.181043 4.864097 -0.15 0.36 0.09 -0.549
H 8.632313 0.197128 -1.060813 -0.08 0.04 -0.07 0.192
H 4.290662 0.309756 -0.223162 -0.22 -0.09 -0.09 0.225
H -4.686315 -1.240398 2.804750 0.03 0.18 -0.17 0.148
H -5.299075 -0.361276 6.508414 -0.02 -0.02 -0.03 0.182
C 3.375959 -0.317750 -3.283716 -0.20 -0.33 0.14 -0.084
H 2.356350 -0.626977 -3.534667 0.02 -0.02 0.05 0.197
H -4.807544 0.820182 5.319276 -0.01 0.01 -0.19 0.163
H -6.409731 -0.936623 0.971690 -0.16 -0.08 -0.07 0.154
C 4.560058 0.163310 -1.271124 -0.22 -0.22 0.37 -0.251
H -6.860352 0.158574 -0.370674 -0.07 -0.04 0.03 0.163
C 7.551193 0.828609 -4.107073 -0.38 0.33 -0.06 -0.067
C 1.481387 -0.793891 0.212698 -2.25 0.46 -0.31 -1.025
H -7.271785 2.265357 3.658799 0.01 -0.01 0.01 0.183
H -7.141653 -1.172618 5.111718 0.05 0.02 0.08 0.199
C 6.115639 0.489237 -4.491632 0.17 -0.28 0.29 -0.243
C 4.322785 -1.157828 -4.150740 0.07 -0.01 0.10 -0.247
H 4.731764 1.143984 -1.724823 0.07 -0.04 -0.12 0.156
C -1.238431 -0.515443 0.550442 -0.88 -0.08 0.40 -0.580
H 5.466140 1.233000 -4.017675 0.04 0.17 -0.09 0.177
H -7.604320 1.500585 1.260885 0.05 -0.16 0.05 0.169
O 7.686156 0.961330 -2.693222 0.34 -0.31 -0.16 -0.551
H -6.405582 2.779589 1.466794 -0.03 0.01 0.02 0.182
H -7.332506 0.500788 5.611164 0.08 0.05 -0.01 0.182
C -6.748374 -0.163147 4.962852 0.03 -0.07 -0.19 -0.246
H 7.800206 1.804886 -4.533802 0.00 -0.01 -0.03 0.177
H 1.684602 -0.206018 -0.731523 -0.32 -0.29 1.23 0.178
H 6.003349 0.579592 -5.577409 -0.01 0.01 0.01 0.183
N -7.026502 0.189881 3.569781 0.09 0.08 0.02 -0.632
C -3.983077 -0.893508 3.564994 0.17 -0.38 0.03 -0.252
H 9.363110 -0.266783 -2.607425 -0.01 -0.07 -0.03 0.161
H 5.475826 -0.434911 -1.287493 0.21 0.16 -0.05 0.136
H 6.066291 -1.018957 -3.134875 -0.07 0.07 -0.08 0.356
H 4.204548 -2.203247 -3.853940 -0.09 0.04 0.00 0.204
O 3.504084 -0.541160 -1.893166 0.51 0.21 -0.74 -0.523
C -5.287639 -0.158324 5.432563 -0.08 -0.29 0.22 -0.083
H -5.580417 1.743937 3.535934 0.03 0.19 -0.05 0.177
H 4.001680 -1.089543 -5.197218 0.01 0.08 0.02 0.177
H -3.759518 0.166625 3.429138 -0.07 -0.01 -0.03 0.180
C -0.011090 -0.554123 0.543630 1.92 -1.38 -2.00 0.072
```
Forces are in eV/Å.

## Properties
Calculated total energy ... -27253.748 eV
LUMO energy ... 2.79 eV
Charge ... -1



3.
# C15H33N4O6PS6SbV

C15H33N4O6PS6SbV as an isolated structure (ωB97M-V with the def2-TZVPD basis set, the OMol25 dataset).

XYZ file:
```
67
Properties=species:S:1:pos:R:3:forces:R:3:mulliken_spin:R:1
H -3.430745 1.161036 1.167792 0.00 0.00 0.00 0.003
H 1.704681 -2.402511 -3.939322 0.00 -0.01 0.01 0.000
H -0.344226 2.789747 -2.368971 0.00 0.00 0.01 -0.001
H 3.013950 -1.400698 2.435852 -0.02 -0.03 -0.03 -0.003
N -3.024698 -0.855027 0.834380 -0.15 0.14 -0.11 -0.010
H -5.584705 0.975355 0.238582 -0.01 0.00 0.01 0.000
H 4.448673 2.696107 0.363595 0.00 0.00 -0.03 0.000
S -1.079020 -4.743615 1.271866 -0.07 0.00 -0.03 0.023
S -0.374273 2.974610 2.228306 -0.17 -0.37 0.05 0.018
N 2.435831 0.496941 1.746050 -0.17 0.62 0.03 -0.071
H -5.099316 -3.129048 -0.067411 -0.01 -0.01 0.01 0.000
H -3.569064 -2.249628 2.277765 0.02 -0.01 0.00 0.001
C -4.428665 -0.856501 -1.197975 0.04 -0.01 0.04 0.000
C -0.256555 -0.462089 -5.349469 -0.02 -0.02 0.04 0.000
H 3.242318 -1.924039 -3.184288 -0.01 -0.01 0.00 0.000
H 5.206531 -0.629324 2.714677 0.01 -0.01 -0.01 0.000
H 2.132503 2.045809 3.141483 -0.02 -0.02 0.03 0.014
C -5.312603 0.075675 0.798324 0.02 -0.03 0.01 -0.001
N 4.937526 1.163177 1.692033 0.02 -0.07 0.01 0.000
H -1.142751 -0.161025 -5.909961 0.00 -0.01 -0.01 0.000
S -0.804199 1.955441 0.451796 0.12 0.36 0.11 -0.059
H 4.282663 2.826674 2.759448 0.00 0.00 0.00 0.000
O 0.892261 1.686382 -3.643689 -0.09 -0.05 0.03 0.000
H 2.706080 0.513447 3.808810 -0.01 0.00 0.00 -0.009
H -3.891056 0.067674 2.472696 0.03 0.04 0.00 -0.001
S 0.514086 -1.404446 -0.006211 -0.02 -0.50 -0.25 -0.009
P 0.503325 0.264112 -2.892819 0.15 0.14 -0.14 0.006
C 2.729978 1.372862 0.572927 0.07 0.18 0.13 0.021
H -6.059535 -0.064653 1.585852 0.00 0.01 0.00 0.000
H -0.929119 2.615620 -4.041326 0.00 0.00 0.00 0.000
S -0.307551 -1.310350 3.178022 0.00 -0.45 0.57 -0.108
C 4.781918 -0.293811 1.765728 -0.04 0.02 0.01 0.001
H 0.454980 3.673970 -3.686815 0.00 -0.01 0.00 0.000
C -3.879993 0.191748 1.386993 0.01 0.00 0.02 0.003
S 2.439687 -3.943425 2.379633 0.05 0.01 0.02 0.011
O -0.190555 1.765144 3.131560 0.11 0.58 -0.64 0.000
H -2.350883 -1.556049 -0.992533 0.04 0.03 -0.01 -0.003
N -5.400038 -1.067035 -0.117075 -0.01 0.01 -0.02 0.000
H 4.854575 1.475586 3.748187 0.00 0.04 0.01 0.000
H 5.364280 -0.747855 0.961281 0.02 -0.01 0.02 0.000
C 2.161435 -1.792279 -3.154567 -0.07 0.00 -0.02 0.002
V 0.237015 0.264803 1.671793 0.45 -0.56 0.12 2.115
H 1.782917 -2.107582 -2.182312 0.00 0.01 0.02 0.001
H 2.193113 2.308578 0.722720 -0.05 -0.02 -0.02 -0.010
H 3.082321 -1.189051 0.701019 -0.03 -0.02 0.02 0.002
O -0.561398 -0.381834 -3.961985 -0.08 0.00 -0.10 0.000
C 3.296782 -0.705854 1.649943 -0.02 0.01 0.03 0.018
H -2.928317 -2.932259 0.794751 0.02 -0.02 0.04 0.001
H 0.577633 0.187412 -5.616224 0.00 0.01 0.00 0.000
H -4.515165 -1.689566 -1.901180 -0.01 0.00 0.00 0.000
C 2.822960 1.223625 2.989342 -0.03 -0.01 -0.05 0.009
Sb 0.428847 -3.095192 1.699761 -0.10 0.12 -0.09 0.013
C -5.022889 -2.281857 0.619704 0.01 0.03 0.01 0.000
H -0.005924 -1.492601 -5.609577 0.01 0.00 -0.01 0.000
H 2.345540 0.886905 -0.324261 -0.01 -0.07 0.03 0.000
H -4.713283 0.057618 -1.727675 0.00 -0.01 -0.01 0.000
C 4.271901 1.739007 2.861850 0.03 -0.03 -0.02 -0.001
O 0.883215 3.687567 2.050630 0.04 0.03 0.04 0.005
C -0.038668 2.741043 -3.417426 0.01 0.02 0.03 0.001
H -5.760740 -2.429996 1.414171 0.00 -0.02 0.00 0.000
O -1.482848 3.810340 2.618242 -0.08 -0.09 0.09 0.006
C -3.581627 -2.157197 1.189313 -0.06 0.04 0.01 0.002
C -2.988719 -0.752443 -0.623065 -0.01 -0.02 -0.02 0.010
H 4.688436 1.103110 -0.366768 0.01 0.02 -0.01 0.000
O 1.904876 -0.409130 -3.401399 0.10 0.05 0.01 0.000
C 4.251926 1.628586 0.485946 0.00 -0.06 -0.01 -0.001
H -2.515636 0.192261 -0.898516 -0.01 0.01 0.02 0.000
```
Forces are in eV/Å.

## Properties
Calculated total energy ... -140868.250 eV
Multiplicity ... 3
LUMO energy (spin up / spin down) ... 4.30 / 4.30 eV
<S²> ... 2.03
Charge ... -2



4.
# C15H33O4PS

One molecule with the formula C15H33O4PS (ωB97M-V with the def2-TZVPD basis set, the OMol25 dataset).

XYZ file:
```
54
Properties=species:S:1:pos:R:3:forces:R:3:nbo_charge:R:1
H 6.273719 0.871121 1.002060 -0.65 -1.91 1.54 0.206
H 4.140723 2.268648 1.779395 -0.27 -1.32 1.94 0.212
H 6.303589 -2.466345 -0.260889 -1.66 1.81 -0.34 0.209
C 5.477211 -1.620565 -0.368777 -0.09 -0.95 1.18 -0.424
H 0.264195 -0.504161 -1.486359 0.61 2.06 -0.49 0.208
H 7.038165 -0.429308 2.192036 -1.93 0.76 -1.01 0.211
H -7.007126 0.159812 -0.788299 1.07 0.60 2.44 0.225
P -4.355908 1.146022 -0.380286 -0.79 -0.34 -4.24 2.366
H -6.981588 1.520967 0.578080 0.69 -2.35 -0.42 0.173
C -7.790640 -0.521965 1.243299 -0.28 -0.18 -0.27 -0.442
H -7.249967 -1.085316 2.115590 -0.94 1.32 -1.57 0.244
C -2.001125 1.272100 -1.540940 0.91 1.88 -1.61 -0.094
H 3.191148 0.794849 -2.924042 0.47 -1.07 2.24 0.207
H -2.529636 2.261785 -1.947522 0.99 -2.26 1.01 0.208
H 2.279478 1.906313 -0.762526 -0.24 -2.50 -0.03 0.205
H 2.134979 0.213525 0.145832 -0.12 0.94 -2.09 0.213
C 5.048648 -1.170186 1.171208 -0.15 0.89 -0.84 -0.417
C -8.578147 -1.658962 0.330713 -0.29 0.41 -1.15 -0.517
H 3.036880 0.883905 2.490994 1.83 1.50 0.35 0.208
H 2.273861 -1.700426 -2.225469 2.42 0.76 -0.06 0.211
C 6.026690 0.014010 1.786405 -0.76 -0.17 1.02 -0.415
C 3.415792 -1.353270 -2.196799 -1.03 -0.21 0.26 -0.423
H 4.803356 -0.287165 3.699078 0.99 1.95 -1.14 0.199
H -8.888682 -4.301806 0.358246 0.78 1.57 0.63 0.146
H -8.628278 0.200068 1.675330 1.98 -1.54 -0.79 0.229
C 4.145719 -2.280373 -1.059932 0.77 -1.06 -0.75 -0.421
O -5.312554 0.082928 0.667255 1.02 2.71 -2.18 -0.750
C 5.239641 0.645978 3.103181 -0.07 -0.73 0.06 -0.410
H 4.515416 -3.269981 -1.615717 -0.94 2.07 1.13 0.212
H -5.550488 3.069721 -0.090856 2.08 -0.69 0.40 0.507
C 0.672136 0.574444 -1.705314 0.02 -0.36 0.20 -0.418
H -9.746610 -1.482217 0.307637 2.48 -0.41 0.30 0.226
H -2.110381 0.479332 -2.406887 0.23 1.36 2.10 0.217
C 3.393409 0.254705 -1.878958 -0.86 0.40 -0.77 -0.418
H -0.276169 1.849217 -0.070875 -0.67 -0.35 -2.43 0.227
H -8.222958 -1.665296 -0.802500 -0.62 0.22 2.49 0.223
C -0.439237 1.689763 -1.240134 0.88 -0.10 0.90 -0.438
C 2.132466 0.730965 -0.905529 0.04 1.13 -1.21 -0.413
C -6.732785 0.381043 0.351307 -2.21 0.18 -0.38 -0.105
H 0.818620 0.677783 -2.873957 -0.10 -0.30 2.38 0.206
H 6.013853 1.153422 3.825366 -1.60 -0.69 -1.51 0.210
H 5.965988 -0.738590 -0.981224 -1.22 -1.75 1.28 0.213
H 4.947619 -2.108938 1.898714 0.52 2.03 -1.61 0.216
H 3.942049 -0.740927 1.075937 2.39 -0.73 0.29 0.198
C 3.953863 1.589566 2.723118 -0.32 -0.23 0.29 -0.641
H 4.401989 0.699576 -1.483177 -1.88 -1.10 -0.62 0.214
S -8.116275 -3.340589 1.072199 -1.02 -0.07 -0.87 -0.090
H 3.828739 -1.591351 -3.289701 -0.60 0.68 2.53 0.217
H 3.395769 -2.676365 -0.220761 1.58 1.17 -1.79 0.211
H 3.619994 2.263294 3.644704 0.85 -1.40 -2.02 0.221
O -4.603590 2.810455 0.183868 -1.01 -3.21 -1.23 -0.955
O -4.792797 0.959734 -1.914748 1.27 0.88 5.97 -1.064
O -2.631758 0.831241 -0.267461 -3.68 1.02 -0.40 -0.761
H -0.149004 2.737809 -1.731912 -0.88 -2.34 0.91 0.217
```
Forces are in eV/Å.

## Properties
Calculated total energy ... -44398.039 eV
LUMO energy ... 0.11 eV
Relative energy (zero: lowest compared OMol25 entry of this formula, charge and spin) ... 177.1 kcal/mol
Charge ... 0